Below is a single C4H5NO3 molecule, with properties calculated with ωB97M-V with the def2-TZVPD basis set.

```
! wB97M-V def2-TZVPD RIJCOSX def2/J DEFGRID3
* xyz 0 1
C 1.001 1.023 -0.766
C 1.120 -0.316 -0.257
C -0.945 -0.530 0.775
C -1.273 0.951 0.198
H 1.794 -0.275 0.693
H 1.681 -0.930 -0.907
H -0.288 -1.656 -0.878
H -0.350 -0.399 1.707
H -1.986 -1.141 0.921
N -0.031 -1.397 -0.012
O 1.805 1.607 -1.508
O -2.344 1.380 0.308
O -0.184 1.684 -0.275
*
```

As for the structure (SMILES): O=C1CNCC(=O)O1. For the HOMO energy, the calculation gives -10.2 eV. The calculation puts the gap between HOMO and LUMO at 0.386 Eh. As for the relative energy (zero: lowest compared OMol25 entry of this formula, charge and spin): 52.1 kcal/mol.

Löwdin atomic charge list, values in e, 6 entries: -0.371, -0.103, -0.117, -0.425, 0.178, 0.109

Below is a molecular structure, C4H5NO3, with properties calculated with ωB97M-V with the def2-TZVPD basis set.

```
! wB97M-V def2-TZVPD RIJCOSX def2/J DEFGRID3
* xyz 0 1
C 2.168 0.119 0.142
C -0.187 -0.425 -0.257
C -0.415 0.916 -0.170
C -2.368 -0.126 -0.008
H 2.441 0.009 1.538
H 3.159 -0.273 -0.385
H 1.904 1.449 -0.401
H 0.256 1.654 -0.270
H -1.218 -2.166 -0.138
N -1.320 -1.094 0.062
O 1.055 -0.834 -0.171
O -1.867 1.145 0.035
O -3.608 -0.374 0.022
*
```

For the HOMO energy, the calculation gives -8.4 eV. The calculation puts the gap between HOMO and LUMO at 0.316 Eh. As for the relative energy (zero: lowest compared OMol25 entry of this formula, charge and spin): 124.8 kcal/mol.

Löwdin atomic charge list, values in e, 6 entries: -0.059, -0.417, 0.004, -0.453, 0.191, 0.086

Below is a single C4H5NO3 molecule, with properties calculated with ωB97M-V with the def2-TZVPD basis set.

```
! wB97M-V def2-TZVPD RIJCOSX def2/J DEFGRID3
* xyz 0 1
C 0.021 1.763 -0.222
N -1.179 -0.419 -0.527
C -1.145 -1.635 0.012
C 0.884 -0.620 0.287
C -0.040 0.287 -0.124
O 0.473 -1.888 0.398
O 2.071 -0.225 0.828
O -1.936 -2.483 0.275
H 2.501 -1.042 1.128
H -1.778 -0.206 -1.320
H -0.914 2.235 0.099
H 0.818 2.148 0.419
H 0.223 2.087 -1.251
*
```

As for the structure (SMILES): Cc1[nH]c(=O)oc1O. For the HOMO energy, the calculation gives -7.8 eV. The calculation puts the gap between HOMO and LUMO at 0.306 Eh. As for the relative energy (zero: lowest compared OMol25 entry of this formula, charge and spin): 32.6 kcal/mol.

Löwdin atomic charge list, values in e, 6 entries: -0.032, 0.143, -0.334, -0.399, -0.263, 0.082

Below is 2 unconnected molecules or ions with the total composition C4H5NO3, with properties calculated with ωB97M-V with the def2-TZVPD basis set.

```
! wB97M-V def2-TZVPD RIJCOSX def2/J DEFGRID3
* xyz 0 1
C -0.846 -0.448 -0.898
C -1.015 -0.702 0.423
C 0.097 -0.080 1.027
C 1.053 0.109 0.100
H -2.819 -0.261 -1.486
H -1.862 -0.947 0.653
H 1.241 -0.142 2.427
H 2.743 1.635 -0.149
H 0.801 -0.096 -2.076
N 0.350 0.219 -1.184
O -1.786 -0.662 -1.843
O -0.057 0.410 2.396
O 2.098 0.965 0.609
*
```

For the HOMO energy, the calculation gives -7.6 eV. The calculation puts the gap between HOMO and LUMO at 0.276 Eh. As for the relative energy (zero: lowest compared OMol25 entry of this formula, charge and spin): 182.1 kcal/mol.

Löwdin atomic charge list, values in e, 6 entries: -0.411, 0.044, -0.339, -0.292, 0.257, 0.030

Below is a molecular structure, C4H5NO3, with properties calculated with ωB97M-V with the def2-TZVPD basis set.

```
! wB97M-V def2-TZVPD RIJCOSX def2/J DEFGRID3
* xyz 0 1
C -0.071 0.781 0.520
C -0.632 0.064 -0.867
C 0.398 -0.571 0.112
C 1.633 -0.719 -0.419
H 1.204 1.963 1.280
H -0.982 0.569 1.256
H -0.375 0.364 -1.976
H -2.403 0.591 -0.243
H -0.218 -2.630 0.372
N 2.703 -0.441 -0.757
O 0.681 1.928 0.336
O -1.933 -0.313 -0.719
O -0.006 -1.586 1.105
*
```

For the HOMO energy, the calculation gives -9.9 eV. The calculation puts the gap between HOMO and LUMO at 0.365 Eh. As for the relative energy (zero: lowest compared OMol25 entry of this formula, charge and spin): 141.8 kcal/mol.

Löwdin atomic charge list, values in e, 6 entries: -0.240, -0.228, -0.492, -0.178, 0.198, 0.196

Below is a single C4H5NO4 molecule, with properties calculated with ωB97M-V with the def2-TZVPD basis set.

```
! wB97M-V def2-TZVPD RIJCOSX def2/J DEFGRID3
* xyz 0 1
C -0.118 -0.731 0.042
C -3.690 0.100 -0.075
C 0.945 0.182 0.240
C -2.337 0.630 0.438
N 2.144 -0.258 -0.227
O -3.721 -1.285 -0.034
O -0.006 -1.894 -0.378
O -4.672 0.741 -0.368
O -1.449 -0.339 0.341
H 0.815 1.240 0.523
H -2.139 1.599 0.342
H 2.987 0.287 -0.266
H -2.810 -1.488 -0.045
H 2.278 -1.188 -0.462
*
```

For the HOMO energy (spin up / spin down), the calculation gives -8.6 / -8.6 eV. The calculation puts the gap between HOMO and LUMO (spin up / spin down) at 0.270 / 0.289 Eh. As for the relative energy (zero: lowest compared OMol25 entry of this formula, charge and spin): 81.8 kcal/mol.

Löwdin atomic charge list, values in e, 6 entries: -0.416, -0.440, -0.044, 0.032, 0.131, 0.105

Below is a single C4H5NOS molecule, with properties calculated with ωB97M-V with the def2-TZVPD basis set.

```
! wB97M-V def2-TZVPD RIJCOSX def2/J DEFGRID3
* xyz 0 1
C 2.243 -0.296 -0.577
C 1.164 0.771 -0.444
C 0.009 0.151 0.086
C -1.339 0.525 -0.295
H 2.788 -0.455 -1.605
H 0.837 1.487 -1.199
H 1.464 0.420 1.477
H -0.034 -0.954 0.447
H -1.507 1.521 -0.684
N 0.803 1.142 0.867
O 2.397 -1.139 0.335
S -2.551 -0.488 0.012
*
```

As for the structure (SMILES): O=C[C@@H]1N[C@H]1C=S. For the HOMO energy, the calculation gives -9.0 eV. The calculation puts the gap between HOMO and LUMO at 0.310 Eh. As for the relative energy (zero: lowest compared OMol25 entry of this formula, charge and spin): 75.7 kcal/mol.

Löwdin atomic charge list, values in e, 6 entries: -0.143, -0.323, -0.436, -0.621, 0.153, 0.149

Below is a single C4H5NOS molecule, with properties calculated with ωB97M-V with the def2-TZVPD basis set.

```
! wB97M-V def2-TZVPD RIJCOSX def2/J DEFGRID3
* xyz 0 1
C -0.368 -0.898 -0.253
C -1.799 -0.627 -0.256
C -1.989 0.669 0.018
C 0.188 0.294 0.106
H 1.160 -1.967 -0.507
H -2.632 -1.330 -0.381
H -2.903 1.211 0.199
H -0.575 2.184 0.501
H 2.139 0.453 1.509
N -0.795 1.231 0.288
O 0.201 -2.076 -0.536
S 1.911 0.676 0.204
*
```

As for the structure (SMILES): Oc1cc[nH]c1S. For the HOMO energy, the calculation gives -8.3 eV. The calculation puts the gap between HOMO and LUMO at 0.329 Eh. As for the relative energy (zero: lowest compared OMol25 entry of this formula, charge and spin): 12.4 kcal/mol.

Löwdin atomic charge list, values in e, 6 entries: -0.356, -0.028, -0.149, -0.641, 0.090, 0.114

Below is a single C4H5NOS molecule, with properties calculated with ωB97M-V with the def2-TZVPD basis set.

```
! wB97M-V def2-TZVPD RIJCOSX def2/J DEFGRID3
* xyz 0 1
C -0.094 -1.347 0.002
C 1.145 -0.936 -0.037
C 1.280 0.518 -0.007
C -0.193 0.964 0.008
H -2.886 1.098 0.090
H -0.512 -2.319 0.033
H 1.969 -1.568 -0.070
H 1.833 0.848 0.888
H 1.706 1.087 -0.825
N -0.961 -0.200 -0.043
O -0.643 2.093 -0.024
S -2.644 -0.237 -0.015
*
```

As for the structure (SMILES): O=C1CC=CN1S. For the HOMO energy, the calculation gives -8.2 eV. The calculation puts the gap between HOMO and LUMO at 0.331 Eh. As for the relative energy (zero: lowest compared OMol25 entry of this formula, charge and spin): 24.7 kcal/mol.

Löwdin atomic charge list, values in e, 6 entries: -0.098, -0.111, -0.074, -0.479, -0.110, 0.106

Below is 2 unconnected molecules or ions with the total composition C4H5NOS, with properties calculated with ωB97M-V with the def2-TZVPD basis set.

```
! wB97M-V def2-TZVPD RIJCOSX def2/J DEFGRID3
* xyz 0 3
C 1.592 -0.334 0.093
C 1.094 1.024 -0.114
C 0.729 -1.113 -0.575
C 0.046 0.901 -0.977
N -3.397 1.003 -0.108
O -0.220 -0.404 -1.201
S -3.402 -0.452 0.033
H 2.356 -0.776 0.602
H 1.614 1.906 0.349
H 0.841 -2.214 -0.632
H -0.706 1.657 -1.406
H -4.168 -0.789 1.084
*
```

For the HOMO energy (spin up / spin down), the calculation gives -8.2 / -8.9 eV. The calculation puts the gap between HOMO and LUMO (spin up / spin down) at 0.328 / 0.274 Eh. As for the relative energy (zero: lowest compared OMol25 entry of this formula, charge and spin): 44.0 kcal/mol.

Löwdin atomic charge list, values in e, 6 entries: -0.074, -0.063, -0.170, -0.159, -0.487, -0.051